{
  "formula": "CH3O3S",
  "method": "wB97M-V/def2-TZVPD",
  "de_lowest_kcal_mol": 67.15,
  "e_homo_ev": -2.87,
  "total_charge": -1,
  "max_force_ev_per_a": 6.620,
  "energy_ev": -18061.948,
  "elements": ["C", "O", "O", "O", "S", "H", "H", "H"],
  "coordinates": [[-0.7823, -0.1070, 0.2887], [1.9601, -0.5286, 0.3549], [-0.3244, 0.0186, -1.0235], [-1.7567, 0.5941, 0.7409], [0.9944, 0.5231, 0.7930], [-0.6568, -1.1377, 0.5999], [-0.6871, -0.8348, -1.5332], [1.2528, 1.4724, -0.2207]],
  "forces_ev_per_a": [[-0.15, 2.33, 1.72], [0.82, -1.35, 0.05], [-2.68, -3.62, -4.85], [0.64, -0.86, -0.80], [1.45, 1.69, 1.53], [-0.08, -0.85, 0.31], [1.09, 2.86, 1.28], [-1.08, -0.19, 0.77]],
  "mulliken_charge": [0.087, -0.651, -0.481, -0.784, 0.142, 0.326, 0.274, 0.086]
}

***

{
  "formula": "C35H41CuF3Ge2N3O3SSb",
  "method": "wB97M-V/def2-TZVPD",
  "de_lowest_kcal_mol": 0.00,
  "multiplicity": 2,
  "e_homo_ev": [-7.77, -8.28],
  "max_force_ev_per_a": 0.664,
  "energy_ev": -230767.964,
  "elements": ["Cu", "N", "N", "C", "O", "O", "H", "H", "H", "C", "C", "Ge", "C", "C", "C", "C", "Ge", "C", "C", "C", "C", "C", "C", "C", "C", "C", "C", "H", "H", "H", "H", "H", "H", "H", "H", "H", "H", "H", "H", "H", "H", "H", "H", "H", "H", "H", "H", "H", "H", "H", "H", "H", "H", "F", "C", "C", "C", "C", "C", "C", "Sb", "C", "C", "C", "C", "F", "C", "C", "C", "C", "C", "C", "F", "C", "C", "H", "H", "H", "H", "H", "H", "H", "H", "H", "H", "H", "H", "O", "S", "N"],
  "coordinates": [[0.1677, -0.7449, -0.2208], [-1.1812, -2.1523, -1.1048], [-2.4242, -1.5152, -1.2142], [-2.6181, -0.1840, -0.8059], [-3.7517, 0.2537, -0.8391], [-1.5328, 0.4267, -0.4603], [-0.8798, -2.4924, -2.0132], [-1.2370, -2.9466, -0.4735], [-3.2404, -2.0586, -1.4400], [-0.7262, -3.9948, 3.3752], [-0.7557, -2.8731, 2.3372], [0.3917, -1.3564, 2.8687], [0.0745, -0.7535, 4.7108], [0.8315, -1.5559, 5.7688], [2.2119, -2.0041, 2.6318], [2.9738, -2.0701, 1.5322], [2.5335, -1.0663, -0.1143], [3.2129, 0.7977, 0.0221], [4.6304, 0.9760, 0.5589], [3.1531, -1.9849, -1.7695], [4.4743, -1.4776, -2.3510], [4.1758, -2.9411, 1.5224], [5.3828, -2.5243, 0.9629], [6.4984, -3.3490, 0.9744], [6.4234, -4.6192, 1.5273], [5.2226, -5.0579, 2.0678], [4.1116, -4.2284, 2.0634], [-1.3287, -4.8493, 3.0601], [-1.1220, -3.6606, 4.3362], [0.2901, -4.3600, 3.5449], [-1.7725, -2.5150, 2.1676], [-0.3523, -3.2384, 1.3876], [-1.0024, -0.7778, 4.8837], [0.3708, 0.2972, 4.7550], [0.5584, -2.6129, 5.7609], [0.6231, -1.1776, 6.7712], [1.9115, -1.4981, 5.6205], [2.5896, -2.5476, 3.5029], [2.4916, 1.3031, 0.6693], [3.1142, 1.2503, -0.9672], [4.7644, 0.4807, 1.5230], [4.8675, 2.0339, 0.7027], [5.3777, 0.5760, -0.1297], [2.3553, -1.8273, -2.4997], [3.1882, -3.0609, -1.5817], [4.5020, -0.3857, -2.3892], [4.6258, -1.8389, -3.3706], [5.3271, -1.8098, -1.7606], [5.4678, -1.5365, 0.5342], [7.4287, -2.9948, 0.5481], [7.2916, -5.2654, 1.5296], [5.1469, -6.0536, 2.4868], [3.1691, -4.5844, 2.4618], [4.9587, 6.4804, -3.7474], [3.9579, 5.7032, -3.2837], [4.0904, 5.1189, -2.0406], [3.0545, 4.3189, -1.5772], [1.8987, 4.1138, -2.3301], [1.8112, 4.7175, -3.5825], [2.8389, 5.5160, -4.0699], [0.4150, 2.7578, -1.5790], [-0.1175, 3.7979, 0.2005], [0.7974, 3.8555, 1.2515], [0.4510, 4.4014, 2.4794], [-0.8366, 4.8757, 2.6439], [-1.1853, 5.3968, 3.8373], [-1.7752, 4.8289, 1.6339], [-1.4046, 4.2866, 0.4093], [-1.2270, 3.4042, -2.7653], [-1.4866, 4.7539, -3.0058], [-2.5681, 5.1494, -3.7777], [-3.3923, 4.1692, -4.2995], [-4.4457, 4.5460, -5.0508], [-3.1807, 2.8253, -4.0739], [-2.0871, 2.4517, -3.3031], [4.9865, 5.2890, -1.4588], [3.1671, 3.8493, -0.6055], [0.9318, 4.5723, -4.1989], [2.7788, 5.9910, -5.0401], [1.7977, 3.4521, 1.1340], [1.1520, 4.4558, 3.3019], [-2.7765, 5.1987, 1.8101], [-2.1478, 4.2278, -0.3775], [-0.8400, 5.5148, -2.5812], [-2.7814, 6.1916, -3.9736], [-3.8694, 2.0976, -4.4809], [-1.9248, 1.3993, -3.1003], [-2.2680, 0.1656, 2.5100], [-1.2146, 0.8891, 1.8253], [0.1089, 0.1547, 1.7350]],
  "forces_ev_per_a": [[-0.20, 0.57, -0.02], [0.12, -0.18, -0.06], [0.02, 0.02, -0.10], [-0.27, -0.12, -0.13], [0.12, 0.04, 0.01], [0.02, -0.10, -0.10], [0.04, 0.04, 0.02], [-0.02, 0.03, 0.00], [0.00, 0.00, 0.04], [-0.02, -0.05, 0.05], [0.09, 0.16, -0.04], [-0.01, -0.07, 0.09], [0.04, 0.00, -0.14], [0.04, -0.04, 0.05], [0.01, -0.06, 0.04], [-0.03, 0.09, -0.04], [-0.14, -0.05, -0.27], [-0.01, -0.11, 0.01], [0.05, 0.00, 0.02], [0.02, 0.10, 0.12], [0.00, 0.04, -0.01], [0.09, -0.08, 0.01], [0.07, -0.09, 0.04], [-0.02, 0.02, 0.00], [-0.01, 0.00, 0.00], [-0.01, 0.00, 0.00], [0.00, 0.02, -0.04], [0.01, 0.02, -0.01], [0.00, 0.01, -0.02], [-0.01, 0.02, 0.00], [0.00, 0.02, 0.01], [0.01, -0.02, 0.03], [0.00, -0.03, 0.01], [0.00, 0.01, -0.02], [-0.01, 0.01, -0.03], [-0.01, 0.01, -0.01], [-0.02, 0.01, -0.01], [-0.06, 0.01, 0.00], [0.00, -0.03, 0.02], [0.01, -0.03, -0.02], [-0.02, 0.01, 0.00], [-0.02, 0.00, -0.01], [-0.01, -0.01, 0.00], [-0.02, 0.01, 0.01], [0.04, 0.01, 0.04], [-0.01, -0.02, -0.02], [-0.01, -0.02, 0.02], [0.02, 0.00, 0.04], [-0.05, 0.06, -0.02], [0.00, -0.01, 0.01], [-0.01, 0.00, 0.00], [0.01, 0.01, 0.00], [0.01, 0.00, 0.01], [-0.01, -0.01, 0.00], [-0.04, 0.00, -0.02], [-0.02, -0.02, 0.00], [0.04, 0.03, -0.02], [-0.03, 0.13, 0.05], [0.04, 0.00, -0.03], [0.01, 0.00, 0.02], [0.01, -0.49, -0.18], [0.02, 0.06, 0.12], [-0.04, -0.01, 0.04], [-0.03, 0.01, 0.01], [0.05, -0.01, -0.02], [-0.01, 0.01, 0.01], [0.01, -0.02, -0.03], [-0.05, -0.03, 0.05], [0.01, 0.09, -0.03], [0.02, 0.05, 0.02], [-0.01, -0.02, -0.01], [0.03, 0.00, 0.02], [0.00, -0.01, 0.00], [-0.01, 0.01, 0.01], [-0.03, -0.04, 0.03], [0.00, 0.00, 0.00], [0.00, 0.01, -0.02], [0.02, 0.00, 0.01], [0.00, 0.00, 0.01], [-0.03, 0.02, 0.01], [0.00, -0.01, -0.01], [0.01, 0.01, 0.00], [0.04, -0.01, 0.02], [-0.01, -0.02, -0.02], [0.00, 0.00, 0.00], [0.02, -0.01, 0.00], [0.00, 0.02, -0.02], [-0.01, 0.07, 0.11], [-0.29, 0.34, 0.07], [0.47, -0.41, 0.22]],
  "mulliken_charge": [0.172, -0.422, -0.147, 0.317, -0.706, 0.022, 0.254, 0.298, 0.209, -1.320, -0.185, 0.018, -0.556, -1.162, -1.048, 0.646, 0.598, 0.553, -1.515, -0.752, -1.030, -0.574, 0.294, -1.019, -0.415, -0.783, -0.396, 0.416, 0.321, 0.242, 0.508, 0.023, 0.372, 0.466, 0.266, 0.386, 0.278, 0.648, -0.432, 0.451, 0.377, 0.415, 0.344, 0.529, 0.455, 0.229, 0.413, 0.256, 0.488, 0.407, 0.378, 0.404, 0.465, -0.337, 0.337, -0.837, 0.076, 0.231, -0.385, -0.729, 1.063, 0.282, -0.038, -0.864, 0.392, -0.352, -0.730, -0.292, -0.391, -0.124, -0.845, 0.402, -0.344, -0.692, -0.430, 0.482, -0.013, 0.431, 0.445, 0.008, 0.474, 0.441, 0.337, 0.602, 0.432, 0.455, 0.188, -0.470, 0.639, -0.300]
}

***

{
  "formula": "C16H52O13",
  "method": "wB97M-V/def2-TZVPD",
  "smiles": "OCCO.OCCO.OCCO.CCO.CCO.CCO.CCO.CCO.O.O",
  "de_lowest_kcal_mol": 0.00,
  "e_homo_ev": -9.75,
  "max_force_ev_per_a": 2.130,
  "energy_ev": -44050.539,
  "elements": ["C", "C", "O", "O", "H", "H", "H", "H", "H", "H", "C", "C", "O", "O", "H", "H", "H", "H", "H", "H", "C", "C", "O", "O", "H", "H", "H", "H", "H", "H", "O", "H", "H", "O", "H", "H", "C", "C", "O", "H", "H", "H", "H", "H", "H", "C", "C", "O", "H", "H", "H", "H", "H", "H", "C", "C", "O", "H", "H", "H", "H", "H", "H", "C", "C", "O", "H", "H", "H", "H", "H", "H", "C", "C", "O", "H", "H", "H", "H", "H", "H"],
  "coordinates": [[1.3760, 2.5579, 4.2224], [2.7373, 1.8030, 4.1092], [3.6103, 2.3860, 5.0777], [0.6169, 2.2949, 5.3744], [0.7136, 2.2439, 3.4419], [1.6746, 3.6014, 4.1421], [3.1203, 1.9889, 3.1044], [2.7355, 0.7005, 4.2205], [4.4425, 1.9639, 5.0946], [1.0511, 2.6847, 6.1324], [-1.3991, -1.1467, 3.7511], [-1.1753, 0.1646, 4.4869], [-2.3167, 0.5416, 5.2565], [-0.1518, -1.4137, 3.1360], [-2.2186, -1.1412, 2.9993], [-1.6471, -1.9200, 4.5462], [-0.9968, 0.9376, 3.7588], [-0.2776, -0.0188, 5.0934], [-2.3007, 1.5137, 5.3731], [-0.1729, -2.1956, 2.5784], [-0.6110, 0.6759, -0.8804], [-0.8772, 0.1019, 0.5199], [0.1325, 0.6290, 1.4036], [-0.7549, 2.0880, -0.7509], [-1.3732, 0.3735, -1.5965], [0.3800, 0.4417, -1.2794], [-0.8744, -0.9850, 0.3653], [-1.8473, 0.4267, 0.8629], [0.1845, -0.0311, 2.1423], [-0.0513, 2.3274, -0.1285], [2.2997, 1.7458, 0.3806], [1.6759, 1.1836, 0.8236], [3.1639, 1.5421, 0.6758], [-3.0404, 4.0004, -1.2534], [-2.1931, 3.5187, -1.2383], [-2.8119, 4.9534, -1.2704], [-0.8866, -1.1649, -5.3608], [-1.2399, -0.5648, -3.9975], [-1.8684, -1.5957, -3.1562], [-0.5464, -0.3843, -6.0142], [-1.7873, -1.6353, -5.7939], [-0.1052, -1.9300, -5.3312], [-1.9141, 0.2732, -4.1068], [-0.3639, -0.2124, -3.4645], [-2.6718, -1.2447, -2.7261], [2.4824, -3.1552, -2.2355], [0.9992, -3.4429, -2.1983], [0.2344, -2.5941, -1.3408], [2.6553, -2.0731, -2.2700], [2.9041, -3.6791, -3.0868], [2.9703, -3.5370, -1.3298], [0.8899, -4.4430, -1.8162], [0.6697, -3.4686, -3.2729], [-0.5308, -2.1792, -1.7364], [2.1683, 1.6038, -4.5946], [1.9580, 1.4889, -3.1025], [3.1882, 1.8904, -2.4733], [2.4752, 2.6061, -4.6867], [1.3249, 1.3850, -5.2281], [2.9720, 0.9396, -4.9650], [1.8146, 0.4519, -2.6712], [1.1030, 2.1203, -2.8145], [3.0847, 1.8862, -1.5117], [-5.4612, 1.4370, -0.9199], [-4.0284, 0.9703, -0.7608], [-3.8043, -0.3821, -1.2026], [-5.5372, 2.5260, -0.8717], [-6.0963, 1.0208, -0.0942], [-5.9745, 1.0874, -1.8225], [-3.7266, 1.1146, 0.2812], [-3.3475, 1.6051, -1.2804], [-4.4921, -0.8630, -0.7640], [2.6008, -2.2547, 1.6367], [1.8432, -3.6005, 1.8323], [0.4643, -3.4881, 1.3760], [3.6645, -2.1943, 1.8144], [2.0246, -1.4557, 2.1904], [2.4707, -1.9138, 0.6148], [1.8099, -3.8295, 2.8806], [2.3533, -4.4330, 1.2869], [0.4341, -3.2260, 0.4125]],
  "forces_ev_per_a": [[1.32, -1.03, 0.14], [-0.18, -0.03, 0.17], [-1.63, 0.87, 0.13], [0.03, 0.08, 0.50], [-0.01, 0.12, -0.93], [-0.35, 0.28, -0.12], [-0.03, 0.20, -0.20], [-0.60, 0.44, 0.19], [1.28, -0.82, -0.10], [0.22, 0.07, 0.26], [-0.89, -0.81, 1.01], [-0.48, -0.27, 0.01], [0.17, 0.38, 0.03], [0.20, 0.51, 0.42], [0.37, 0.21, 0.47], [0.22, 0.60, -1.01], [0.40, 0.33, -0.30], [-0.26, 0.42, 0.02], [0.15, -0.93, -0.08], [-0.06, -0.69, -0.50], [-0.76, 0.60, 0.87], [0.79, -0.14, -1.50], [-0.43, -1.10, 0.08], [0.59, 0.50, -0.17], [0.05, -0.26, 0.23], [-0.14, -0.26, 0.33], [0.27, -0.01, 0.78], [-0.33, 0.04, 0.06], [0.01, 0.27, -0.29], [-0.22, 0.39, -0.15], [-0.10, 1.33, -1.35], [-0.88, -0.88, 0.65], [1.23, -0.39, 0.61], [0.39, 0.71, -0.06], [-0.17, 0.18, 0.11], [-0.13, -0.96, 0.01], [-0.69, -0.43, 0.48], [-0.30, -1.37, 0.25], [0.21, 0.62, -0.26], [0.16, 0.44, -0.43], [0.37, 0.28, 0.12], [-0.09, 0.11, 0.30], [-0.27, 0.22, -0.11], [0.30, 0.08, -0.08], [0.43, 0.04, -0.15], [-0.01, 0.51, 0.98], [-0.44, -0.24, -1.26], [1.20, -0.11, 0.58], [0.15, -0.21, -0.31], [0.21, 0.15, -0.15], [0.01, 0.14, -0.13], [-0.29, -0.63, 0.04], [-0.37, 0.37, 1.09], [-0.53, -0.04, -0.95], [0.71, -1.59, 0.33], [0.41, -1.37, 1.27], [-0.06, 0.55, -0.44], [0.41, 1.33, -0.75], [-0.65, 0.12, 0.11], [-0.16, 0.37, 0.40], [-0.46, 0.74, -1.06], [0.24, -0.09, 0.16], [-0.45, -0.04, -0.17], [-1.09, -0.56, 0.72], [-0.12, 0.25, 0.15], [0.22, 0.86, 0.06], [0.15, -0.14, 0.01], [0.52, 0.38, -0.44], [0.52, 0.13, -0.18], [-0.13, -0.35, 0.12], [0.33, 0.26, -0.80], [-0.49, -0.90, 0.22], [-1.98, 0.79, -0.07], [0.43, 0.55, -1.39], [0.79, 0.22, -0.34], [0.20, -0.41, 0.53], [0.96, -0.86, -0.10], [0.01, -0.21, -0.51], [-0.18, -0.30, 0.44], [-0.37, 0.55, 0.42], [0.11, -0.15, 0.97]],
  "mulliken_charge": [-0.321, -0.135, -0.542, -0.517, 0.107, 0.401, 0.153, 0.271, 0.297, 0.326, -0.446, 0.050, -0.618, -0.342, 0.276, 0.333, 0.059, 0.208, 0.375, 0.256, 0.450, 0.549, -0.307, -0.257, -0.446, -0.427, 0.247, -0.009, -0.132, 0.352, -0.705, 0.332, 0.339, -0.641, 0.298, 0.287, -1.396, 0.355, -0.592, 0.402, 0.372, 0.239, 0.411, 0.040, 0.246, -0.938, -0.236, -0.480, 0.130, 0.415, 0.198, 0.300, 0.322, 0.175, -1.430, 1.179, -0.606, 0.415, 0.307, 0.313, -0.557, 0.071, 0.338, -1.357, 0.284, -0.433, 0.302, 0.343, 0.376, 0.079, 0.117, 0.257, -0.204, -0.475, -0.707, 0.510, -0.206, -0.060, 0.406, 0.292, 0.361]
}